# 1
Computed, not measured: 8 unconnected molecules or ions with the total composition C48H120N8 at a distorted geometry, with ωB97M-V/def2-TZVPD.

Cartesian coordinates (Å):
C  6.1679  -5.1377  -20.1241
C  6.8265  -5.7906  -21.3396
N  7.0850  -7.2080  -21.1553
C  6.0206  -8.0201  -20.5788
C  4.7079  -8.0090  -21.3625
C  7.7033  -7.8467  -22.3167
C  8.6079  -9.0131  -21.9469
H  5.9530  -4.0825  -20.3257
H  6.7932  -5.1561  -19.2351
H  5.1543  -5.5249  -19.9894
H  6.2507  -5.5783  -22.2512
H  7.8011  -5.2969  -21.4048
H  6.3737  -9.0282  -20.3668
H  5.7258  -7.6347  -19.5981
H  4.1892  -8.9676  -21.2696
H  4.0809  -7.1519  -21.1178
H  4.8267  -7.9555  -22.4532
H  8.3967  -7.1158  -22.7453
H  6.9619  -8.1219  -23.0771
H  8.0874  -9.9010  -21.5694
H  9.3077  -8.7838  -21.1441
H  9.1100  -9.3918  -22.8399
C  8.0160  -13.9201  -24.8161
C  6.8774  -13.3490  -23.9930
N  7.0152  -11.9385  -23.6301
C  7.3222  -11.1024  -24.7827
C  6.1707  -10.9949  -25.8072
C  5.9897  -11.4813  -22.7299
C  6.0451  -12.1398  -21.3527
H  8.9687  -13.4850  -24.4957
H  8.0399  -13.6923  -25.8826
H  8.0355  -14.9878  -24.6051
H  5.8804  -13.5231  -24.4337
H  6.8086  -13.9168  -23.0611
H  7.4183  -10.0509  -24.4861
H  8.2612  -11.4079  -25.2322
H  6.0339  -11.9667  -26.2934
H  5.2999  -10.4877  -25.4049
H  6.5096  -10.4235  -26.6808
H  4.9600  -11.6057  -23.1136
H  6.0075  -10.3884  -22.6638
H  5.3812  -11.6127  -20.6625
H  7.0514  -12.1823  -20.9366
H  5.6349  -13.1518  -21.3500
C  3.3266  -3.5784  -25.2530
C  2.7185  -4.0784  -23.9431
N  1.3470  -4.5192  -24.1081
C  0.9848  -5.5376  -23.1331
C  1.5946  -6.8962  -23.4160
C  0.4539  -3.3710  -24.0367
C  -1.0048  -3.6521  -24.4587
H  2.7866  -2.9291  -25.9387
H  3.6245  -4.4543  -25.8349
H  4.2743  -3.0769  -25.0253
H  3.3647  -4.8779  -23.5785
H  2.7969  -3.2878  -23.1800
H  1.3472  -5.2101  -22.1447
H  -0.0919  -5.6974  -23.1575
H  1.1640  -7.5005  -24.2142
H  2.6736  -6.9060  -23.5894
H  1.5089  -7.4767  -22.4905
H  0.7215  -2.5503  -24.7042
H  0.4586  -2.9225  -23.0323
H  -1.3769  -4.6011  -24.0731
H  -1.0677  -3.6784  -25.5462
H  -1.6677  -2.8651  -24.1010
C  3.2162  -4.0188  -17.7668
C  2.3592  -3.1956  -18.7435
N  2.8225  -1.8070  -18.7968
C  2.3662  -1.0849  -17.5994
C  3.2801  0.1420  -17.3348
C  2.3684  -1.1595  -20.0263
C  3.3948  -1.3778  -21.1416
H  4.1967  -4.1022  -18.2545
H  2.8532  -5.0257  -17.5694
H  3.5256  -3.5540  -16.8298
H  2.3284  -3.7106  -19.7010
H  1.3358  -3.1848  -18.3361
H  2.3714  -1.7518  -16.7417
H  1.3528  -0.7081  -17.7955
H  3.1893  0.7215  -18.2512
H  4.3004  -0.2264  -17.2498
H  2.9581  0.6670  -16.4405
H  1.4110  -1.6192  -20.3130
H  2.2093  -0.0962  -19.8652
H  3.0471  -1.1641  -22.1544
H  4.2552  -0.7455  -20.9132
H  3.7859  -2.3949  -21.2158
C  8.3472  -3.5464  -25.5022
C  9.0988  -4.2204  -24.3222
N  10.1641  -5.1309  -24.7816
C  9.6072  -6.2695  -25.4764
C  10.4516  -7.5331  -25.4176
C  11.3035  -4.5367  -25.4426
C  11.8250  -3.2632  -24.7839
H  7.6637  -2.8292  -25.0336
H  7.7910  -4.2696  -26.0886
H  9.0130  -2.9066  -26.0807
H  9.4830  -3.4859  -23.6178
H  8.4117  -4.8290  -23.7320
H  8.5478  -6.4126  -25.2527
H  9.5565  -6.0621  -26.5649
H  9.8814  -8.3846  -25.8051
H  11.2498  -7.4164  -26.1535
H  10.8192  -7.8419  -24.4398
H  11.1752  -4.4309  -26.5358
H  12.0903  -5.3051  -25.4387
H  12.5863  -2.7194  -25.3374
H  12.1398  -3.3819  -23.7474
H  10.9520  -2.6070  -24.7379
C  5.1088  -6.8458  -25.5399
C  4.6334  -6.9377  -26.9942
N  5.4996  -7.7938  -27.8142
C  4.8553  -8.0377  -29.1004
C  5.5452  -9.2039  -29.8223
C  6.8477  -7.2369  -27.9135
C  7.0111  -5.8934  -28.6082
H  5.4689  -7.7932  -25.1448
H  4.3074  -6.4631  -24.9073
H  5.8691  -6.0639  -25.4326
H  3.6690  -7.4497  -26.9376
H  4.4228  -5.9574  -27.4368
H  3.8355  -8.3645  -28.9010
H  4.8845  -7.1560  -29.7539
H  5.0036  -9.4376  -30.7459
H  6.5910  -9.0195  -30.0593
H  5.4905  -10.1604  -29.2973
H  7.5136  -7.9889  -28.3342
H  7.1810  -7.1055  -26.8816
H  7.9410  -5.3685  -28.3930
H  6.2079  -5.1855  -28.3723
H  6.9089  -5.9429  -29.6981
C  10.0773  -5.9895  -18.6122
C  10.5999  -6.5625  -19.9305
N  11.7282  -5.8238  -20.4508
C  11.9868  -6.1253  -21.8490
C  12.5798  -7.5173  -22.0422
C  12.9155  -5.6554  -19.6333
C  13.8891  -4.6239  -20.1893
H  9.7311  -4.9571  -18.7157
H  10.8751  -5.8972  -17.8730
H  9.2325  -6.5961  -18.2871
H  10.7996  -7.6326  -19.7818
H  9.7355  -6.4668  -20.5914
H  11.0563  -5.9870  -22.4082
H  12.6415  -5.4169  -22.3684
H  13.6075  -7.5754  -21.6730
H  11.9788  -8.2823  -21.5522
H  12.6981  -7.7325  -23.1094
H  13.4306  -6.6199  -19.5402
H  12.7141  -5.2338  -18.6474
H  14.5845  -4.3294  -19.3995
H  13.4707  -3.6621  -20.4984
H  14.4533  -4.9898  -21.0506
C  10.8046  -11.3180  -17.8838
C  11.8224  -10.8855  -18.9415
N  12.4043  -12.0212  -19.6649
C  11.4148  -12.8494  -20.3687
C  10.7700  -12.1506  -21.5350
C  13.5117  -11.6144  -20.4979
C  14.2383  -12.7973  -21.1346
H  9.8971  -11.6518  -18.3874
H  10.5390  -10.4332  -17.3052
H  11.2001  -12.1240  -17.2711
H  11.3609  -10.1698  -19.6417
H  12.6256  -10.2905  -18.5010
H  10.5725  -13.0527  -19.7071
H  11.8491  -13.8222  -20.5908
H  11.3326  -11.5528  -22.2591
H  9.9918  -11.4511  -21.2084
H  10.2040  -12.8224  -22.1932
H  13.3010  -10.8706  -21.2852
H  14.2502  -11.0221  -19.9439
H  15.1103  -12.4409  -21.6920
H  14.5642  -13.6474  -20.5397
H  13.6132  -13.1982  -21.9409

Cartesian forces (eV/Å) of the 3 atoms listed first:
-0.81 0.46 -0.77
0.22 0.16 0.77
0.36 -0.67 0.32

**SMILES**: CCN(CC)CC.CCN(CC)CC.CCN(CC)CC.CCN(CC)CC.CCN(CC)CC.CCN(CC)CC.CCN(CC)CC.CCN(CC)CC
**LUMO level**: 0.7 eV
**Kohn-Sham gap**: 8.52 eV
**Energy relative to the best compared isomer or geometry (same formula, charge and spin)**: 110.34 kJ/mol

# 2
Computed, not measured: 8 unconnected molecules or ions with the total composition C48H120N8 at a distorted geometry, with ωB97M-V/def2-TZVPD.

Cartesian coordinates (Å):
C  4.2698  -7.8065  -6.4809
C  5.4998  -7.8475  -5.5989
N  5.4647  -7.1419  -4.3267
C  4.3413  -7.5224  -3.3900
C  4.5709  -8.9638  -2.9783
C  5.5030  -5.6395  -4.4866
C  6.6916  -5.0549  -5.2658
H  3.4122  -8.1361  -5.8944
H  4.4009  -8.4809  -7.3271
H  4.0468  -6.8001  -6.8354
H  5.7973  -8.8943  -5.6611
H  6.3971  -7.4850  -6.1003
H  4.4298  -6.9216  -2.4849
H  3.3336  -7.2602  -3.7124
H  4.0628  -9.6738  -3.6309
H  5.5918  -9.1758  -2.6604
H  3.9904  -9.1579  -2.0764
H  5.5740  -5.1720  -3.5046
H  4.5512  -5.2713  -4.8698
H  6.8641  -5.5547  -6.2189
H  7.6143  -5.1449  -4.6925
H  6.5834  -3.9715  -5.3175
C  -11.8728  4.2552  -0.9969
C  -10.4972  4.6447  -1.5606
N  -9.3816  3.6907  -1.5247
C  -8.3076  4.1679  -2.3210
C  -8.5311  3.7124  -3.7733
C  -9.0062  3.5787  -0.1442
C  -8.2597  2.2616  0.0764
H  -12.1604  3.2298  -1.2292
H  -12.6805  4.8516  -1.4213
H  -11.9416  4.5117  0.0603
H  -10.6720  4.8663  -2.6134
H  -10.1794  5.6337  -1.2303
H  -8.1193  5.2383  -2.2370
H  -7.3661  3.6337  -2.1930
H  -9.3827  4.0369  -4.3712
H  -7.6783  4.0885  -4.3384
H  -8.5474  2.6226  -3.7891
H  -9.8646  3.6262  0.5259
H  -8.3062  4.3709  0.1215
H  -7.6238  2.3310  0.9589
H  -7.7038  1.9403  -0.8044
H  -8.9310  1.4057  0.1462
C  -0.8479  5.2213  -8.3589
C  -0.2053  4.6246  -7.1638
N  -0.4090  3.1175  -7.1774
C  -0.0022  2.4741  -5.8841
C  -1.0772  2.7639  -4.7985
C  -0.0146  2.3654  -8.4106
C  1.4616  2.6771  -8.7885
H  -0.5291  4.9531  -9.3661
H  -0.8697  6.3110  -8.3489
H  -1.9002  4.9614  -8.2437
H  0.8639  4.8174  -7.0756
H  -0.7799  4.9583  -6.2998
H  0.0419  1.3859  -5.9305
H  0.9190  2.9702  -5.5786
H  -1.3919  3.7930  -4.6254
H  -1.9283  2.2371  -5.2298
H  -0.7583  2.2940  -3.8682
H  -0.6072  2.8018  -9.2146
H  -0.0521  1.2793  -8.3261
H  2.0858  2.5176  -7.9092
H  1.7171  3.6518  -9.2041
H  1.6573  1.9698  -9.5944
C  -1.5482  -4.9784  -7.6219
C  -1.0658  -4.5831  -9.1010
N  -2.2216  -4.6478  -10.0037
C  -1.8883  -4.9988  -11.3941
C  -1.4055  -6.4176  -11.5628
C  -2.8671  -3.3461  -9.8250
C  -4.1623  -3.2326  -10.7034
H  -0.7267  -5.1740  -6.9328
H  -2.1956  -5.8553  -7.6247
H  -1.9792  -4.1022  -7.1375
H  -0.5097  -3.6605  -8.9346
H  -0.3301  -5.3278  -9.4050
H  -1.3433  -4.1243  -11.7494
H  -2.8598  -4.9745  -11.8876
H  -2.2422  -7.0565  -11.8451
H  -1.0241  -6.7408  -10.5942
H  -0.5461  -6.4365  -12.2330
H  -3.1584  -3.0561  -8.8155
H  -2.2351  -2.5420  -10.2019
H  -4.0010  -3.3694  -11.7727
H  -4.9831  -3.8591  -10.3542
H  -4.5027  -2.1972  -10.7210
C  -2.0136  -4.4574  8.4011
C  -0.9977  -4.4774  9.5650
N  -0.1012  -5.6869  9.7562
C  -0.8955  -6.8018  10.1704
C  0.0102  -7.6805  11.1225
C  0.7273  -5.9396  8.5920
C  1.8600  -4.9503  8.2306
H  -2.4655  -3.4665  8.3571
H  -2.7976  -5.1984  8.5573
H  -1.5375  -4.4472  7.4206
H  -0.3911  -3.5786  9.4541
H  -1.5055  -4.3269  10.5177
H  -1.7781  -6.5136  10.7414
H  -1.1881  -7.4944  9.3812
H  0.7913  -8.1659  10.5373
H  0.5995  -7.1247  11.8519
H  -0.5109  -8.5277  11.5684
H  0.2190  -6.1472  7.6504
H  1.1809  -6.9192  8.7430
H  2.4249  -4.8901  9.1608
H  1.5908  -3.9264  7.9710
H  2.5948  -5.2975  7.5042
C  7.1677  9.2161  6.8311
C  6.8446  8.3651  5.5729
N  7.8581  7.3205  5.2504
C  8.1459  6.5083  6.4030
C  9.1115  5.3666  5.9946
C  7.3769  6.6097  4.0548
C  6.1544  5.7271  4.1233
H  8.1714  9.6130  6.6788
H  7.1570  8.6821  7.7812
H  6.5420  10.1012  6.9459
H  5.8777  7.9029  5.7718
H  6.6938  9.0524  4.7404
H  8.7259  7.1101  7.1027
H  7.1900  6.1846  6.8147
H  9.6457  4.8500  6.7920
H  8.6428  4.4973  5.5334
H  9.8181  5.6244  5.2056
H  8.1887  5.9789  3.6927
H  7.2491  7.2887  3.2118
H  6.0122  5.3321  3.1174
H  5.2889  6.2098  4.5773
H  6.2964  4.9442  4.8683
C  1.4718  -0.2671  2.4855
C  0.0518  -0.7003  2.2609
N  -0.1178  -1.0667  0.8790
C  0.7232  -2.1653  0.4076
C  0.6639  -2.4854  -1.1261
C  -1.5111  -1.1753  0.5327
C  -2.2216  -2.5904  0.8946
H  1.5496  0.3805  3.3588
H  1.8828  0.3508  1.6872
H  2.1453  -1.1198  2.5707
H  -0.2071  -1.5961  2.8254
H  -0.5362  0.1818  2.5141
H  1.6908  -1.7132  0.6256
H  0.5508  -3.0592  1.0071
H  -0.1163  -3.0500  -1.6367
H  0.9926  -1.6080  -1.6830
H  1.5579  -3.1018  -1.2206
H  -1.7055  -1.1671  -0.5398
H  -2.0725  -0.2995  0.8581
H  -3.2656  -2.3441  1.0880
H  -1.7944  -3.0231  1.7993
H  -2.1345  -3.2830  0.0574
C  0.5825  3.5825  9.4705
C  0.6991  4.4660  8.2569
N  -0.5996  4.9304  7.7234
C  -0.5048  6.1223  6.8243
C  -0.0352  7.4816  7.3331
C  -1.4137  3.7565  7.2386
C  -2.8993  4.2750  7.3696
H  0.1444  2.6362  9.1531
H  0.0129  3.9898  10.3058
H  1.6053  3.4677  9.8295
H  1.4366  5.2565  8.3962
H  1.1979  3.9249  7.4528
H  -1.4728  6.4689  6.4625
H  0.1200  5.9137  5.9558
H  -0.5575  7.6817  8.2687
H  -0.2273  8.2243  6.5588
H  1.0306  7.5427  7.5530
H  -1.1807  3.5871  6.1874
H  -1.3144  2.7772  7.7067
H  -2.9579  5.0882  6.6461
H  -3.6241  3.5703  6.9619
H  -3.1702  4.6048  8.3725

Cartesian forces (eV/Å) of the 3 atoms listed first:
-0.25 0.56 0.13
0.76 0.02 -0.88
-0.82 1.04 0.82

**SMILES**: CCN(CC)CC.CCN(CC)CC.CCN(CC)CC.CCN(CC)CC.CCN(CC)CC.CCN(CC)CC.CCN(CC)CC.CCN(CC)CC
**LUMO level**: 0.4 eV
**Kohn-Sham gap**: 8.32 eV
**Energy relative to the best compared isomer or geometry (same formula, charge and spin)**: 570.07 kJ/mol